[1]
{
  "formula": "C5H8O",
  "method": "the ωB97M-V functional and the def2-TZVPD basis",
  "mol_weight_g_mol": 84.12,
  "gap_ev": 7.044,
  "total_energy_ha": -270.352397,
  "e_lumo_ev": 0.572,
  "e_homo_ev": -6.47,
  "de_lowest_kj_mol": 539.5,
  "elements": ["H", "C", "H", "H", "H", "H", "C", "C", "H", "H", "C", "O", "C", "H"],
  "xyz": [[0.97, 2.10, 1.17], [0.64, 1.07, 1.15], [-1.47, 0.06, 1.12], [-0.90, 0.16, -1.92], [-0.51, -2.26, -0.06], [0.36, -1.96, -1.60], [-1.05, 0.56, 0.24], [1.00, 0.28, 0.03], [-1.53, 1.51, 0.05], [1.50, 0.74, -0.83], [-0.03, -1.50, -0.69], [1.12, -1.05, 0.18], [-0.77, -0.25, -0.93], [0.65, 0.53, 2.09]],
  "nbo_charge": [0.22, -0.62, 0.20, 0.22, 0.18, 0.19, -0.21, 0.44, 0.23, 0.19, -0.09, -0.56, -0.61, 0.23]
}

[2]
{
  "formula": "C58H57N9O17",
  "method": "the ωB97M-V functional and the def2-TZVPD basis",
  "mol_weight_g_mol": 1152.14,
  "gap_ev": 8.922,
  "total_energy_ha": -4015.472648,
  "e_lumo_ev": -0.770,
  "e_homo_ev": -9.69,
  "de_lowest_kj_mol": 0.0,
  "elements": ["H", "H", "H", "C", "C", "C", "H", "N", "H", "H", "C", "H", "H", "C", "N", "H", "C", "C", "H", "C", "C", "H", "O", "C", "C", "N", "H", "N", "O", "N", "N", "H", "H", "O", "C", "H", "O", "O", "C", "H", "C", "H", "O", "H", "H", "H", "C", "H", "C", "C", "H", "H", "C", "H", "C", "O", "H", "C", "C", "H", "C", "H", "H", "C", "O", "C", "C", "C", "H", "C", "C", "C", "C", "C", "H", "H", "H", "H", "C", "O", "O", "C", "C", "O", "C", "C", "C", "H", "C", "H", "H", "C", "H", "C", "N", "C", "C", "H", "O", "H", "H", "C", "O", "C", "H", "H", "H", "H", "C", "C", "C", "H", "C", "O", "H", "C", "C", "C", "C", "C", "O", "H", "O", "H", "C", "C", "H", "H", "H", "H", "H", "O", "C", "H", "H", "N", "N", "H", "H", "C", "C"],
  "xyz": [[-0.17, -0.06, -3.72], [-1.26, 3.94, 3.29], [-4.86, -5.63, 1.53], [2.03, 7.35, 0.71], [-0.70, -8.32, -2.40], [1.12, 6.39, 1.16], [-0.11, 5.33, -1.77], [-0.76, -1.29, -0.44], [-1.06, 2.67, 8.36], [-7.07, -6.49, 2.34], [0.11, 1.01, -0.44], [1.66, 5.62, 4.69], [6.55, 5.99, -2.10], [4.84, 4.88, 0.54], [2.85, -8.25, 1.17], [2.13, 2.32, -8.30], [-3.57, -0.84, 4.45], [3.79, 4.16, -1.47], [0.82, 3.04, 2.13], [2.16, -4.93, 2.72], [0.74, 3.18, -5.35], [-0.24, -2.82, 4.78], [0.09, 3.37, -3.15], [0.80, -1.57, -6.60], [-6.57, -2.74, 1.80], [0.89, 2.90, -3.93], [-0.27, -9.31, -2.46], [4.93, 4.94, 2.00], [2.61, -2.71, -8.27], [-4.30, -3.09, 0.98], [-3.97, -6.84, -1.52], [0.30, 1.55, 8.40], [-4.49, -2.74, 4.17], [-4.57, -7.88, -1.50], [0.52, 2.11, 1.66], [-6.47, -1.68, 1.59], [-4.29, -1.95, 0.53], [-3.30, -3.76, 1.05], [-5.67, -4.96, 1.76], [0.07, -5.06, -2.80], [-1.82, -5.78, -2.15], [-8.94, -4.96, 2.66], [-0.95, -2.24, 0.27], [-1.13, 1.22, 7.37], [-4.51, -0.32, 4.43], [-0.88, 4.60, -5.08], [-0.45, 2.00, 7.75], [-0.90, -0.35, -6.15], [-1.19, -0.90, 4.88], [-0.11, 1.07, 2.33], [-8.65, -2.58, 2.42], [-0.28, -0.33, 5.05], [-5.52, -3.60, 1.57], [3.51, -6.56, 3.10], [-2.36, -2.94, 4.43], [3.24, -8.86, 2.17], [-2.24, -4.81, -1.95], [0.52, 5.89, -1.09], [-7.80, -3.20, 2.22], [-2.62, -9.06, -1.82], [-0.02, -0.83, -5.75], [1.67, 4.78, 6.19], [2.00, -0.69, -3.08], [5.81, 5.53, -0.17], [2.91, -8.67, 0.03], [-0.64, 3.26, 5.78], [0.61, 3.80, -8.00], [-7.98, -4.58, 2.35], [-2.37, -4.02, 4.42], [1.35, -6.43, 0.49], [1.53, 2.85, -7.58], [1.00, 5.12, 5.40], [2.46, -1.80, -4.87], [-6.90, -5.43, 2.19], [2.97, 8.21, -1.00], [-1.37, 5.19, 4.24], [0.18, 1.01, -1.52], [2.53, -4.42, 3.60], [-1.17, -2.27, 4.70], [1.79, 2.17, -3.60], [3.91, -3.27, -6.65], [2.71, -6.18, 2.46], [0.77, -5.20, 0.76], [-4.49, -5.78, -1.24], [1.24, -4.42, 1.81], [1.56, 2.51, -6.24], [5.73, 5.54, -1.55], [6.65, 6.00, 0.31], [-2.02, -8.19, -2.05], [1.04, 2.90, -0.31], [0.57, 4.07, -9.05], [-3.55, -2.23, 4.34], [3.48, -2.02, -4.59], [-0.42, -0.06, 0.25], [2.91, -2.73, -7.10], [-0.22, 4.45, -7.10], [-0.17, 4.13, -5.75], [4.70, 4.83, -3.29], [-0.86, -1.30, -1.66], [-2.41, 0.88, 4.96], [-1.17, 2.44, 5.26], [3.84, 4.18, -0.08], [1.07, 6.11, -3.68], [0.06, -7.20, -2.72], [0.83, 3.29, 4.26], [-1.39, 3.89, 6.28], [3.06, 3.66, 0.46], [1.12, 6.15, 2.22], [-2.39, -0.19, 4.80], [-0.54, -0.03, 1.62], [1.53, 6.72, -1.52], [2.33, 1.85, -5.88], [2.30, -6.93, 1.38], [5.95, 4.52, 2.49], [-0.01, -4.79, 0.12], [1.62, -1.10, -4.00], [-2.57, -6.92, -1.92], [0.37, -0.66, -4.43], [0.35, 5.67, 0.26], [2.28, 7.46, -0.63], [0.23, 2.65, 6.71], [0.85, -3.42, 1.93], [2.44, 7.78, -3.36], [0.56, -1.59, -7.65], [0.20, 4.02, 4.78], [-0.52, -5.94, -2.60], [1.06, -7.32, -3.13], [-0.43, 5.03, 0.65], [-0.94, 5.15, -7.50], [1.15, -7.03, -0.39], [0.33, 5.86, 5.84], [4.08, 5.55, 2.59], [4.71, 4.87, -2.21], [2.54, 7.97, 1.43], [-1.04, -0.84, 2.13], [1.67, 6.91, -2.97], [-0.66, 4.64, 3.74], [2.96, 3.65, -1.94], [-0.19, 1.13, 3.41], [0.60, 2.09, 0.27], [2.01, -2.06, -6.15]],
  "mulliken_charge": [0.48, 0.25, 0.39, -0.68, -0.17, -0.12, 0.42, 1.15, 0.32, 0.38, -0.72, 0.32, 0.42, 0.41, 0.91, 0.43, -1.00, -0.45, 0.49, -0.64, 0.07, 0.52, -0.59, -0.27, -0.18, 1.32, 0.42, 0.85, -0.61, 1.26, 1.06, 0.26, 0.53, -0.62, -0.87, 0.46, -0.69, -0.46, -0.09, 0.65, -0.45, 0.37, -0.57, 0.20, 0.45, 0.45, -0.66, 0.46, -0.11, 0.55, 0.41, 0.39, -0.15, 0.39, -0.52, -0.56, 0.51, -0.25, -0.55, 0.47, -0.87, 0.36, 0.58, -0.62, -0.57, -0.10, -0.48, -0.38, 0.37, 0.01, -0.70, -1.79, -0.59, -0.75, 0.52, 0.30, 0.30, 0.40, -0.34, -0.61, -0.61, -0.52, -0.33, -0.61, -0.46, -0.24, -0.65, 0.45, -0.48, 0.32, 0.38, -0.44, 0.49, -0.59, 1.03, -0.65, -0.25, 0.49, -0.58, 0.19, -0.46, -0.19, -0.58, -0.79, 0.08, 0.56, 0.38, 0.35, -0.01, 0.51, -0.15, 0.51, 0.05, -0.58, 0.52, -0.16, 0.15, -0.39, -0.52, -0.43, -0.35, 0.50, -0.63, 0.45, 0.92, -0.52, 0.40, 0.56, 0.40, 0.27, 0.38, -0.50, -0.64, 0.42, 0.37, 1.06, -0.46, 0.60, -0.33, -0.18, 0.02]
}

[3]
{
  "formula": "C5H8N2",
  "method": "the ωB97M-V functional and the def2-TZVPD basis",
  "mol_weight_g_mol": 96.13,
  "gap_ev": 10.577,
  "total_energy_ha": -304.697077,
  "e_lumo_ev": 0.961,
  "e_homo_ev": -9.62,
  "de_lowest_kj_mol": 363.4,
  "elements": ["C", "N", "C", "C", "H", "N", "H", "H", "H", "H", "H", "C", "H", "H", "C"],
  "xyz": [[-1.21, -0.42, -1.26], [0.48, 0.38, -3.13], [-0.20, 0.04, -2.26], [0.16, 0.34, 2.06], [1.14, -0.80, -1.05], [-0.65, -0.77, 0.08], [-0.49, 1.39, 0.20], [1.88, -0.41, 0.49], [-1.89, 0.44, -1.18], [-1.75, -1.25, -1.72], [-0.76, 0.55, 2.61], [-0.08, 0.45, 0.56], [0.47, -0.68, 2.30], [0.95, 1.03, 2.35], [0.96, -0.36, -0.10]],
  "nbo_charge": [-0.35, -0.32, 0.25, -0.61, 0.23, -0.35, 0.20, 0.22, 0.23, 0.25, 0.22, -0.11, 0.23, 0.21, -0.29]
}

[4]
{
  "formula": "C24H26AsO4Se2Ta",
  "method": "the ωB97M-V functional and the def2-TZVPD basis",
  "mol_weight_g_mol": 792.26,
  "gap_ev": 6.885,
  "total_charge": 2,
  "total_energy_ha": -8326.229502,
  "e_lumo_ev": -7.802,
  "e_homo_ev": -14.69,
  "de_lowest_kj_mol": 89.7,
  "elements": ["C", "O", "H", "H", "C", "C", "C", "C", "H", "H", "Se", "C", "H", "C", "C", "H", "H", "Se", "C", "H", "C", "H", "C", "H", "C", "H", "C", "C", "H", "C", "C", "H", "H", "H", "C", "O", "C", "C", "H", "H", "H", "H", "Ta", "O", "As", "O", "C", "H", "H", "H", "C", "H", "C", "H", "C", "H", "H", "C"],
  "xyz": [[-2.95, -0.25, -4.40], [4.38, -1.38, 3.04], [2.96, 1.38, 1.91], [3.85, 0.33, 4.10], [2.20, -0.42, 2.87], [1.65, -1.79, 2.53], [1.25, 0.41, 3.73], [-5.64, 1.37, 1.08], [-0.46, -4.90, -1.89], [-0.23, 1.77, -4.38], [1.68, 0.52, -0.07], [-1.37, -5.07, 0.04], [-3.64, 1.96, 0.65], [-6.56, 0.33, 1.09], [-3.02, -0.55, -3.04], [-4.61, -2.20, 0.00], [0.07, -2.42, 1.47], [-0.71, 0.64, 3.31], [-3.95, -0.16, 0.30], [-0.32, 1.26, -2.00], [-1.00, 1.12, -4.01], [-5.95, 2.36, 1.38], [-0.75, 3.56, 0.75], [-3.82, -1.19, -2.68], [-1.94, 0.57, -4.87], [1.60, 1.44, 3.83], [3.44, -0.64, 3.78], [-2.28, -3.04, 0.97], [1.17, -0.01, 4.73], [-1.86, -2.35, -0.17], [-1.21, -3.01, -1.21], [-7.58, 0.51, 1.40], [-6.91, -1.75, 0.70], [-1.00, 4.61, 0.64], [-4.33, 1.13, 0.68], [0.23, 3.12, 1.37], [-2.07, -0.02, -2.18], [-2.02, -4.40, 1.07], [-1.18, -6.13, 0.12], [3.12, -1.18, 4.68], [-2.80, -2.53, 1.77], [-3.68, -0.66, -5.08], [-0.41, 1.06, 0.97], [0.54, -1.60, 1.67], [-2.17, -0.47, -0.33], [-1.50, 2.63, 0.22], [-1.07, 0.82, -2.65], [2.42, -2.39, 2.04], [-2.35, -4.94, 1.95], [5.19, -1.49, 3.54], [-6.19, -0.95, 0.70], [1.35, -2.30, 3.45], [-0.96, -4.38, -1.09], [-0.89, -2.49, -2.10], [2.73, 0.34, 1.65], [-1.89, 0.80, -5.93], [3.63, -0.14, 1.27], [-4.88, -1.20, 0.30]],
  "nbo_charge": [-0.17, -0.73, 0.24, 0.19, -0.16, -0.07, -0.49, -0.17, 0.24, 0.24, 0.17, -0.17, 0.22, -0.16, -0.23, 0.23, 0.52, 0.18, -0.28, 0.18, -0.19, 0.24, 0.69, 0.23, -0.16, 0.24, -0.04, -0.19, 0.26, -0.39, -0.20, 0.24, 0.24, 0.21, -0.25, -0.62, -0.28, -0.21, 0.24, 0.19, 0.23, 0.24, 1.34, -0.75, 1.01, -0.72, -0.22, 0.22, 0.24, 0.50, -0.19, 0.19, -0.19, 0.24, -0.49, 0.24, 0.29, -0.23]
}